No. 1
{
  "formula": "C26H31BF2N",
  "method": "ωB97M-V with the def2-TZVPD basis set",
  "symbols": ["F", "C", "C", "C", "C", "C", "C", "C", "C", "C", "C", "C", "F", "C", "C", "C", "C", "H", "H", "H", "H", "H", "H", "H", "H", "H", "H", "H", "C", "C", "N", "C", "C", "C", "C", "C", "C", "C", "C", "C", "B", "H", "H", "H", "H", "H", "H", "H", "H", "H", "H", "H", "H", "H", "H", "H", "H", "H", "H", "H", "H"],
  "coordinates": [[-3.3941, 1.8109, -5.6158], [-3.3684, 1.8765, -4.2400], [-4.4961, 1.4578, -3.5361], [-4.4583, 1.6151, -2.1376], [-3.2724, 1.9434, -1.4863], [-2.1159, 2.2517, -2.2214], [-0.8073, 2.3046, -1.4494], [0.4531, 2.8371, -2.1007], [1.5705, 3.0966, -1.3728], [2.9018, 3.3341, -1.9089], [3.1648, 3.3651, -3.3066], [4.4803, 3.5488, -3.7502], [4.7365, 3.5521, -5.1058], [5.5529, 3.7028, -2.8660], [5.2848, 3.6939, -1.4796], [3.9855, 3.5286, -1.0105], [-2.2156, 2.3750, -3.6131], [-5.3854, 1.1104, -4.0691], [-5.3732, 1.5126, -1.5540], [-3.2487, 2.0056, -0.3975], [-0.9975, 2.7246, -0.4459], [0.4672, 2.8293, -3.2004], [1.5191, 3.1407, -0.2767], [2.3450, 3.2870, -4.0130], [6.5729, 3.8271, -3.2313], [6.1132, 3.8147, -0.7701], [3.7681, 3.5821, 0.0619], [-1.4131, 2.8453, -4.1689], [-2.9524, -2.6020, 1.1988], [-1.6109, -2.1076, 0.7261], [-0.5668, -1.9605, 1.7983], [-0.4153, -3.1368, 2.7005], [-0.0205, -4.4244, 2.3239], [0.0004, -5.4166, 3.3415], [-0.3177, -5.1123, 4.6652], [-0.6318, -3.7977, 5.0109], [-0.6865, -2.8297, 4.0166], [0.8076, -1.6335, 1.1467], [1.8914, -1.3691, 2.1866], [0.7429, -0.5012, 0.1249], [-1.0689, -1.0065, 3.1098], [-0.5170, 1.2698, -1.3077], [-3.5123, -3.0091, 0.3554], [-2.9306, -3.4040, 1.9286], [-3.5768, -1.8101, 1.5997], [-1.2138, -2.7811, -0.0415], [-1.7393, -1.1199, 0.2630], [0.2830, -4.6836, 1.3015], [0.2776, -6.4469, 3.1030], [-0.3158, -5.8619, 5.4550], [-0.8306, -3.4787, 6.0313], [-0.9146, -1.7483, 4.3268], [1.1019, -2.5532, 0.6248], [2.8800, -1.4322, 1.7034], [1.8064, -0.3704, 2.6355], [1.9212, -2.1211, 2.9818], [1.7207, -0.3135, -0.3600], [0.0860, -0.8186, -0.6831], [0.4001, 0.4477, 0.5627], [-2.2188, -0.6898, 3.1702], [-0.2487, -0.1510, 3.2655]],
  "forces_ev_per_a": [[0.0487, 0.1959, 1.2887], [0.0166, 0.1373, -0.4600], [0.3648, 0.5097, 0.2260], [-0.0197, -0.0583, -0.3099], [-0.0682, 0.0273, -0.4090], [-0.2836, 0.0855, 0.0087], [0.1051, 0.5696, -0.2316], [0.6286, 0.2534, 0.7293], [-1.4456, -0.0402, -0.6217], [1.5255, 0.4482, -0.7206], [0.5703, 0.1734, 0.7096], [-0.0884, -0.1251, -0.1182], [-0.3306, 0.0458, 1.3556], [-0.3949, -0.0925, 0.4533], [0.1241, 0.0151, -0.6211], [-0.6183, -0.0555, -0.4532], [-0.3079, -0.5385, 0.3207], [0.3683, 0.2078, 0.2188], [0.2281, -0.2732, -0.1812], [0.0053, -0.0757, -0.2362], [0.2710, -0.0277, -0.3672], [0.1915, -0.0141, 0.5900], [-0.1831, -0.1823, -0.3623], [0.2925, -0.0811, -0.0549], [-0.3806, -0.0390, -0.0085], [-0.3981, 0.0000, -0.3745], [0.1639, -0.1438, -0.3823], [-0.0741, -0.4352, -0.2558], [-0.7610, -0.1499, 0.0052], [-0.1347, -0.0211, -0.2624], [0.0292, 0.2829, 1.8241], [0.2108, -0.5316, -1.1342], [-0.1340, -0.3570, 0.8192], [0.0584, 0.3347, -0.5247], [-0.0589, 0.5872, -0.0719], [-0.2080, 0.6178, 0.3395], [0.1074, -0.2140, -0.3780], [0.7329, 0.1712, 0.2984], [0.3366, 0.0683, 0.2429], [-0.1444, -0.1663, -0.1847], [0.5336, 1.1525, -3.0398], [-0.3741, -0.4474, 0.2525], [0.1612, 0.0851, -0.1243], [0.2975, -0.1328, 0.1602], [0.0691, 0.1456, 0.1394], [0.1518, 0.0832, 0.1843], [0.1487, -0.2990, 0.1931], [-0.3162, 0.1986, 0.4679], [-0.0777, 0.4304, -0.0871], [0.0948, 0.0762, -0.3434], [0.0175, -0.3695, -0.1056], [0.2047, -0.8437, 0.6825], [-0.3941, 0.0422, 0.0407], [-0.4469, 0.1098, -0.0064], [0.0231, -0.3079, -0.1391], [-0.1301, 0.1384, -0.0589], [-0.3374, -0.2474, 0.5758], [-0.0690, 0.3814, -0.1045], [0.0237, -0.3084, -0.0853], [0.2452, -0.5721, 0.0798], [-0.1710, -0.4241, 0.6121]],
  "nbo_charge": [-0.327, 0.422, -0.296, -0.181, -0.249, 0.023, -0.454, -0.148, -0.205, -0.059, -0.270, 0.413, -0.328, -0.280, -0.188, -0.211, -0.299, 0.243, 0.221, 0.207, 0.221, 0.201, 0.198, 0.226, 0.240, 0.225, 0.209, 0.233, -0.646, -0.213, -0.442, 0.256, -0.248, -0.154, -0.187, -0.152, -0.211, -0.014, -0.642, -0.648, 0.277, 0.218, 0.251, 0.224, 0.229, 0.216, 0.237, 0.249, 0.246, 0.251, 0.249, 0.233, 0.210, 0.250, 0.226, 0.222, 0.262, 0.221, 0.227, 0.013, 0.003],
  "spin_multiplicity": 1,
  "homo_lumo_gap_ev": 7.31,
  "de_lowest_kcal_mol": 9.7,
  "largest_force_ev_per_a": 3.29,
  "charge": 1
}

No. 2
{
  "formula": "C4H8NO",
  "method": "ωB97M-V with the def2-TZVPD basis set",
  "symbols": ["C", "C", "C", "C", "N", "O", "H", "H", "H", "H", "H", "H", "H", "H"],
  "coordinates": [[-0.0428, 0.7936, -1.5080], [0.6563, 2.9325, 0.5737], [-0.7706, -1.4441, 1.0069], [0.2219, -1.1922, -0.1463], [0.2692, 0.2368, -0.4025], [1.1553, 3.4758, 1.4151], [-0.5198, 0.1205, -2.2156], [0.2420, 1.7439, -1.6695], [0.7146, 0.8707, 0.2784], [-0.6001, -0.5684, 1.6616], [-1.7675, -1.2393, 0.5692], [-0.7390, -2.5585, 1.3741], [-0.1352, -1.7183, -1.0064], [1.3156, -1.4530, 0.0692]],
  "forces_ev_per_a": [[-0.6874, -4.2824, 0.9543], [0.2818, 0.3305, 0.3295], [-0.0115, -0.5122, -0.6091], [0.9563, -0.7851, 1.5013], [0.4306, 1.0341, -1.0224], [-0.1059, 0.1382, -0.0538], [0.0828, 0.5070, -0.3517], [0.3942, 3.3465, -0.6256], [-0.2281, -0.6152, -0.0980], [-0.1471, -1.2623, 0.8441], [0.3094, -0.4040, 0.3241], [0.1157, 2.5870, -0.2135], [0.2106, -0.0981, -0.8229], [-1.6015, 0.0159, -0.1561]],
  "nbo_charge": [0.145, 0.439, -0.619, -0.240, -0.387, -0.402, 0.224, 0.224, 0.432, 0.216, 0.224, 0.274, 0.227, 0.244],
  "spin_multiplicity": 1,
  "homo_lumo_gap_ev": 11.68,
  "de_lowest_kcal_mol": 26.8,
  "largest_force_ev_per_a": 4.44,
  "charge": 1
}

In order of appearance, energy = -1288.35197, -286.89978 a.u..